The following is a DFT calculation (the ωB97M-V functional and the def2-TZVPD basis) of C34H44BrF6N2O4OsSSi2 as an isolated structure.

Atoms and positions in Å:
Os 0.738 -1.269 -0.468
C 3.610 -1.493 1.550
O 2.394 -0.731 1.449
C 2.145 0.177 2.433
C 2.995 0.449 3.485
C 2.603 1.375 4.447
Br 3.767 1.748 5.881
C 1.387 2.013 4.371
C 0.533 1.742 3.298
C 0.924 0.827 2.323
O 0.146 0.521 1.252
C -0.787 2.367 3.159
N -1.601 2.057 2.177
C -2.755 2.810 2.364
C -3.937 2.855 1.626
C -4.927 3.713 2.060
C -4.754 4.512 3.204
C -3.590 4.468 3.948
C -2.600 3.598 3.502
N -1.331 3.293 3.988
H 3.674 -1.967 2.529
H 4.470 -0.854 1.373
H 3.560 -2.257 0.785
H 3.955 -0.039 3.576
H 1.106 2.715 5.147
H -0.769 0.986 1.407
H -4.070 2.227 0.751
H -5.861 3.773 1.514
H -5.555 5.173 3.511
H -3.461 5.078 4.834
H -0.904 3.685 4.807
C 0.965 -3.365 2.487
Si -0.272 -2.660 1.296
C -1.554 -1.742 2.294
C -1.190 -4.043 0.452
C -1.831 -5.030 1.216
C -2.560 -6.038 0.603
C -2.665 -6.072 -0.783
C -2.041 -5.101 -1.549
C -1.297 -4.079 -0.945
Si -0.484 -2.778 -2.000
C -1.801 -1.763 -2.826
C 0.467 -3.679 -3.308
H 0.456 -4.129 3.084
H 1.343 -2.597 3.171
H 1.813 -3.840 1.985
H -2.189 -2.497 2.770
H -2.192 -1.112 1.668
H -1.108 -1.119 3.075
H -1.762 -5.014 2.301
H -3.050 -6.797 1.204
H -3.232 -6.861 -1.266
H -2.139 -5.144 -2.633
H -2.471 -2.454 -3.350
H -1.374 -1.063 -3.551
H -2.384 -1.195 -2.097
H -0.249 -4.363 -3.775
H 1.282 -4.271 -2.895
H 0.859 -3.027 -4.089
C -3.091 4.151 -1.427
C -3.075 2.908 -2.318
C -1.660 2.417 -2.618
S -0.874 1.822 -1.099
O -0.283 0.458 -1.493
C 0.508 2.968 -0.907
C 1.766 2.577 -1.674
C 1.719 2.832 -3.179
H -4.111 4.501 -1.260
H -2.530 4.968 -1.890
H -2.655 3.949 -0.442
H -3.564 3.130 -3.269
H -3.646 2.100 -1.850
H -1.050 3.208 -3.049
H -1.644 1.546 -3.273
H 0.697 2.979 0.168
H 0.108 3.945 -1.194
H 1.980 1.523 -1.494
H 2.590 3.141 -1.232
H 0.994 2.184 -3.678
H 2.697 2.630 -3.622
H 1.467 3.873 -3.403
C 3.015 -0.985 -3.703
C 3.423 -1.014 -2.233
O 2.382 -0.630 -1.404
C 4.554 0.025 -2.046
F 4.836 0.255 -0.759
F 5.677 -0.358 -2.662
F 4.172 1.199 -2.578
C 3.993 -2.433 -1.866
F 3.044 -3.172 -1.248
F 4.379 -3.114 -2.944
F 5.027 -2.386 -1.017
H 2.445 -0.072 -3.871
H 2.388 -1.841 -3.929
H 3.882 -1.001 -4.361

The largest force on an atom comes out at 1.6 eV/A. Its spin multiplicity is 5. The calculation puts the frontier orbital gap (spin up / spin down) at 8.53 / 6.96 eV. The energy relative to the best compared isomer or geometry (same formula, charge and spin) is 0.858 eV. The total charge is +1.